The following is a quantum chemistry calculation of C11H14BF3N6Pt as an isolated structure, from the Open Molecules 2025 dataset.

Positions of all 36 atoms, in Å:
H  1.807  -3.865  -0.803
N  0.052  -2.674  -0.781
B  -2.205  -1.537  -1.478
N  -0.912  -2.354  -1.717
C  -0.706  -3.122  -2.819
Pt  0.216  -2.124  1.112
H  -1.431  -3.097  -3.624
C  0.469  -3.837  -2.642
H  0.938  -4.489  -3.358
C  0.932  -3.542  -1.355
H  -3.068  -2.263  -1.953
C  1.244  4.074  1.103
H  1.480  4.171  2.163
H  0.751  3.110  0.944
H  0.562  4.886  0.836
N  -2.389  -0.231  -2.373
N  -2.545  -1.444  0.021
N  -1.726  0.981  -2.294
N  -1.719  -1.640  1.120
C  -3.333  -0.171  -3.360
C  -3.827  -1.384  0.456
H  -3.969  -1.025  -3.579
H  -4.629  -1.318  -0.260
C  -3.288  1.095  -3.937
C  -3.834  -1.420  1.842
C  -2.261  1.788  -3.244
C  -2.494  -1.551  2.240
H  -3.906  1.458  -4.733
H  -4.691  -1.359  2.488
H  -1.937  2.814  -3.435
H  -2.029  -1.592  3.217
H  2.135  4.140  0.557
F  1.294  -2.984  3.628
C  1.331  -1.880  2.783
F  0.906  -0.802  3.539
F  2.674  -1.650  2.531

As for the maximum force: 0.0693 Eh/bohr. The spin multiplicity is 3. For the molar mass, the calculation gives 493.16 g/mol. As for the expectation value of S²: 2.004. The value obtained for the frontier orbital gap (spin up / spin down) is 0.3314 / 0.2120 hartree. The electronic energy comes out at -32648.2501 eV.

***

The following is a quantum chemistry calculation of C15H17N6OSSe4Tc as an isolated structure, from the Open Molecules 2025 dataset.

Positions of all 45 atoms, in Å:
Tc  0.036  0.111  0.627
N  1.006  -3.284  -2.014
C  0.748  -2.135  -1.378
S  0.702  -2.188  0.370
N  0.578  -1.069  -2.134
N  0.274  0.041  -1.410
C  0.170  1.154  -2.049
C  -0.303  2.297  -1.279
C  -0.630  3.520  -1.843
C  -1.221  4.487  -1.052
C  -1.478  4.211  0.285
C  -1.091  2.991  0.797
N  -0.500  2.057  0.040
H  1.062  -4.145  -1.502
H  0.950  -3.305  -3.019
H  0.341  1.189  -3.118
H  -0.446  3.685  -2.895
H  -1.497  5.444  -1.474
H  -1.983  4.923  0.921
H  -1.255  2.731  1.835
Se  -2.348  -0.464  0.683
Se  -4.872  1.959  1.170
Se  -4.818  1.636  -0.997
Se  -3.113  -0.017  -1.442
C  3.344  -0.165  0.839
O  2.228  0.746  0.700
H  4.254  0.408  1.007
H  3.445  -0.787  -0.048
H  3.137  -0.793  1.698
H  2.441  1.379  0.004
N  -0.454  -0.386  4.845
C  -0.669  -0.626  3.545
N  -0.045  0.234  2.767
C  0.619  1.120  3.631
C  1.380  2.258  3.369
C  1.865  2.961  4.452
C  1.620  2.543  5.772
C  0.873  1.417  6.042
C  0.366  0.731  4.944
H  -0.846  -0.912  5.608
H  -1.299  -1.427  3.189
H  1.582  2.578  2.357
H  2.450  3.855  4.286
H  2.021  3.124  6.592
H  0.689  1.086  7.056

As for the maximum force: 0.0118 Eh/bohr. The spin multiplicity is 4. For the molar mass, the calculation gives 743.25 g/mol. Its total charge is +1. As for the expectation value of S²: 3.776. The value obtained for the frontier orbital gap (spin up / spin down) is 0.2297 / 0.2307 hartree. The electronic energy comes out at -301234.9724 eV. For the relative energy (zero: lowest compared OMol25 entry of this formula, charge and spin), the calculation gives 0.326 eV.

***

The following is a quantum chemistry calculation of a 6-piece molecular cluster, C30H30FO10 overall, from the Open Molecules 2025 dataset.

Positions of all 71 atoms, in Å:
F  -0.033  0.203  -0.053
C  3.776  -1.117  2.590
C  3.946  -1.217  3.973
C  2.930  -0.890  4.853
C  1.690  -0.505  4.370
C  1.529  -0.327  3.018
C  2.567  -0.615  2.111
O  2.411  -0.399  0.785
O  3.099  -1.006  6.213
H  4.555  -1.327  1.870
H  4.892  -1.495  4.429
H  0.891  -0.221  5.041
H  0.584  0.095  2.692
H  1.513  -0.062  0.588
H  3.885  -1.530  6.391
C  -2.319  0.267  -4.068
C  -1.826  1.277  -3.274
C  -2.218  2.605  -3.488
C  -3.076  2.863  -4.553
C  -3.581  1.822  -5.345
C  -3.230  0.521  -5.091
O  -3.635  -0.568  -5.848
O  -1.672  3.600  -2.764
H  -2.020  -0.756  -3.873
H  -1.119  1.032  -2.493
H  -3.344  3.872  -4.836
H  -4.248  2.110  -6.148
H  -3.715  -0.333  -6.776
H  -1.174  3.279  -1.982
C  -3.350  -2.627  3.737
C  -3.181  -1.357  3.183
C  -2.050  -1.096  2.423
C  -1.216  -2.155  2.045
C  -1.451  -3.412  2.544
C  -2.463  -3.665  3.464
O  -2.613  -4.912  4.002
O  -1.820  0.133  1.889
H  -4.115  -2.770  4.492
H  -3.846  -0.528  3.382
H  -0.315  -1.921  1.492
H  -0.727  -4.212  2.409
H  -1.873  -5.486  3.797
H  -1.256  0.156  1.087
C  0.615  -3.896  -4.060
C  -0.310  -3.284  -3.238
C  0.079  -2.315  -2.336
C  1.397  -1.897  -2.269
C  2.332  -2.497  -3.103
C  1.947  -3.484  -3.983
O  2.865  -4.079  -4.820
O  -0.902  -1.630  -1.685
H  0.302  -4.601  -4.818
H  -1.371  -3.499  -3.263
H  1.642  -1.080  -1.605
H  3.348  -2.120  -3.087
H  3.726  -3.660  -4.773
H  -0.599  -0.944  -1.038
C  1.621  4.015  2.197
C  1.079  3.134  1.257
C  0.458  3.588  0.117
C  0.335  4.975  -0.111
C  0.847  5.821  0.846
C  1.518  5.379  1.970
O  1.974  6.338  2.833
O  -0.055  2.701  -0.776
H  2.143  3.614  3.057
H  1.249  2.097  1.511
H  -0.228  5.357  -0.950
H  0.844  6.888  0.649
H  2.413  5.971  3.603
H  -0.050  1.787  -0.401

As for the maximum force: 0.0368 Eh/bohr. For the molar mass, the calculation gives 569.56 g/mol. Its total charge is -1. The value obtained for the frontier orbital gap is 0.2843 hartree. The electronic energy comes out at -54792.5376 eV. For the relative energy (zero: lowest compared OMol25 entry of this formula, charge and spin), the calculation gives 0.000 eV.

***

The following is a quantum chemistry calculation of an isolated ion of composition C6H13ClN4OS and charge +2, from the Open Molecules 2025 dataset.

Positions of all 26 atoms, in Å:
C  0.549  0.955  -0.361
C  -1.242  -0.468  0.749
C  1.634  0.680  0.701
C  2.553  -0.190  0.428
C  -3.426  -1.540  1.508
C  3.357  0.538  -2.408
N  -0.783  0.455  -0.121
N  -0.536  -0.742  1.865
N  0.585  2.303  -0.604
N  -2.571  -0.799  0.590
O  1.046  0.054  -1.462
S  2.427  -0.657  -1.458
Cl  4.042  -0.872  1.047
H  1.564  1.405  1.611
H  0.511  -0.640  1.748
H  -3.130  -1.540  2.532
H  -3.420  -2.561  1.191
H  -4.417  -1.108  1.435
H  4.288  0.815  -1.844
H  2.537  1.239  -2.615
H  3.605  0.088  -3.306
H  -1.446  0.749  -0.809
H  -0.821  -1.496  2.525
H  1.600  2.497  -0.419
H  0.283  2.732  -1.435
H  -2.955  -0.389  -0.235

As for the maximum force: 0.0897 Eh/bohr. For the molar mass, the calculation gives 224.72 g/mol. Its total charge is +2. The value obtained for the frontier orbital gap is 0.3409 hartree. The electronic energy comes out at -37779.6831 eV. For the relative energy (zero: lowest compared OMol25 entry of this formula, charge and spin), the calculation gives 1.081 eV.

***

- The lowest molar mass belongs to which entry?
  C6H13ClN4OS

***

- Look up the molar mass of the fourth one.
  224.72 g/mol

***

- Which of these has the lowest maximum force?
  C15H17N6OSSe4Tc

***

- Among the records above, which one has the lowest maximum force?
  C15H17N6OSSe4Tc